Record 1
ORCA calculation (ωB97M-V/def2-TZVPD) on a gas-phase ion, C7H11N4 (charge +1).

Cartesian coordinates (Å):
C -2.45478 0.96611 -0.03869
C -2.14838 -1.20576 0.10061
C 0.40640 1.62585 -0.28546
C 2.16505 -0.03334 0.74338
C 0.68788 -0.81998 -1.02171
C 0.94788 0.91908 0.92665
C -0.25818 0.33959 -0.68231
N -3.56180 0.39043 0.28892
N -3.37756 -0.91142 0.39655
N -1.53448 -0.03553 -0.31523
N 1.50926 -1.20773 0.18151
H -2.31038 1.99599 -0.43769
H -1.77929 -2.20872 0.12924
H -0.33876 2.43892 0.08795
H 1.05440 2.00225 -1.03285
H 2.81935 0.34301 -0.02539
H 2.76351 -0.23351 1.67133
H 0.17170 -1.55407 -1.59119
H 1.51617 -0.35422 -1.65122
H 0.75883 1.02233 1.96452
H 2.24089 -1.90468 -0.17104
H 0.72231 -1.57460 0.76212

Values from the calculation:
- total charge = +1
- Kohn-Sham gap (eV) = 7.888
- E_HOMO (Ha) = -0.457
- LUMO (eV) = -4.555
- largest force on an atom (eV Å⁻¹) = 4.9

Charges per atom according to Löwdin partitioning, unit e:
1. C -0.11
2. C -0.12
3. C -0.13
4. C -0.12
5. C -0.06
6. C -0.02
7. C -0.13
8. N 0.04
9. N 0.04
10. N -0.04
11. N 0.02
12. H 0.15
13. H 0.12
14. H 0.15
15. H 0.11
16. H 0.12
17. H 0.16
18. H 0.13
19. H 0.16
20. H 0.11
21. H 0.22
22. H 0.19

=====

Record 2
ORCA calculation (ωB97M-V/def2-TZVPD) on a molecular structure, C27H46BrN3OP2W.

Cartesian coordinates (Å):
N 1.18015 5.61565 5.31771
C 0.23984 4.71253 5.60154
C 0.35809 3.37419 5.22300
C 1.50273 2.95195 4.50059
C 2.48697 3.92951 4.21346
C 2.27439 5.24836 4.64956
C 1.60805 1.58910 4.02238
W 1.98211 -1.24555 -1.82583
P -0.39660 -2.61971 -1.59928
C 2.58076 1.10157 3.19241
C 2.37186 -0.02026 2.28663
C 3.35835 -0.37872 1.33058
C 3.00789 -1.14667 0.18505
C 1.60706 -1.60389 0.09664
C 0.74865 -1.51291 1.20097
C 1.12219 -0.68658 2.26338
Br 3.25051 -1.49275 -3.90227
H 0.80806 0.92800 4.37143
H 3.56833 1.57596 3.15953
H -0.43880 2.67439 5.47175
H 3.39297 3.68459 3.66158
H -0.64059 5.05922 6.15000
H 3.01977 6.02055 4.44563
H 4.39192 -0.04770 1.48251
H 0.43160 -0.51153 3.10074
H 3.81471 -1.65759 -0.38820
H -0.20082 -2.05346 1.18777
P 1.14668 0.88001 -1.90602
C -0.42594 -4.24373 -0.77598
C -0.63067 -5.51543 -1.58663
H -1.20806 -4.15645 -0.00644
H 0.52703 -4.29096 -0.22950
H -0.90937 -6.33327 -0.91275
H -1.42971 -5.42558 -2.32771
H 0.28505 -5.82816 -2.09386
C -0.05998 -2.47381 -3.38837
C 0.28774 -3.74833 -4.18396
H 0.81176 -1.74220 -3.49198
H -0.92975 -1.98382 -3.86729
H 1.00716 -3.49953 -4.97730
H 0.73917 -4.52879 -3.55627
H -0.60431 -4.17366 -4.67953
C -2.13534 -2.03916 -1.52597
C -3.14163 -3.00308 -2.14121
H -2.19114 -1.06227 -2.02053
H -2.36253 -1.84590 -0.47264
H -4.12462 -2.52411 -2.20487
H -2.86655 -3.29861 -3.15813
H -3.26680 -3.90506 -1.53761
C -0.66830 1.21481 -1.79781
C -1.45768 1.28247 -3.10564
H -0.76504 2.17103 -1.26393
H -1.09961 0.47245 -1.10736
H -1.19311 2.17961 -3.67853
H -1.30861 0.40766 -3.74820
H -2.52838 1.35523 -2.87239
C 1.72651 1.69212 -3.44839
C 3.23890 1.93226 -3.50899
H 1.16603 2.63950 -3.49820
H 1.39186 1.08152 -4.30075
H 3.45849 2.62600 -4.32864
H 3.64203 2.35759 -2.58485
H 3.78589 1.00598 -3.71822
C 1.85259 1.96479 -0.57167
C 0.90418 2.64007 0.42774
H 2.45579 2.72188 -1.09066
H 2.56714 1.34692 -0.00934
H 1.50766 3.15247 1.18879
H 0.27348 3.40006 -0.04970
H 0.26731 1.91950 0.95704
C -5.68240 0.70503 2.01569
N -4.42630 0.22839 2.52886
C -3.32925 0.01773 1.74412
N -2.23575 -0.41068 2.48668
O -3.27746 0.21529 0.52427
H -5.55914 0.97210 0.96355
H -6.01093 1.58156 2.58465
H -6.45234 -0.06983 2.10446
H -4.31186 0.09137 3.52154
H -1.45324 -0.73665 1.93584
H -2.42683 -0.90462 3.34533

Values from the calculation:
- total charge = +4
- Kohn-Sham gap (spin up / spin down) (eV) = 3.787 / 3.736
- E_HOMO (spin up / spin down) (Ha) = -0.664 / -0.664
- LUMO (spin up / spin down) (eV) = -14.271 / -14.322
- 2S+1 = 3
- largest force on an atom (eV Å⁻¹) = 5.0

Charges per atom according to Löwdin partitioning, unit e:
1. N 0.32
2. C 0.01
3. C 0.06
4. C -0.16
5. C 0.05
6. C 0.01
7. C 0.01
8. W 1.00
9. P 1.02
10. C 0.01
11. C -0.16
12. C 0.03
13. C -0.20
14. C -0.36
15. C -0.04
16. C 0.04
17. Br 0.43
18. H 0.13
19. H 0.14
20. H 0.15
21. H 0.13
22. H 0.17
23. H 0.17
24. H 0.16
25. H 0.12
26. H 0.15
27. H 0.11
28. P 0.86
29. C -0.35
30. C -0.10
31. H 0.11
32. H 0.09
33. H 0.11
34. H 0.08
35. H 0.08
36. C -0.42
37. C -0.09
38. H -0.07
39. H 0.11
40. H 0.08
41. H 0.06
42. H 0.11
43. C -0.36
44. C -0.08
45. H 0.06
46. H 0.07
47. H 0.11
48. H 0.08
49. H 0.09
50. C -0.34
51. C -0.10
52. H 0.09
53. H 0.05
54. H 0.09
55. H 0.07
56. H 0.11
57. C -0.36
58. C -0.14
59. H 0.12
60. H 0.09
61. H 0.11
62. H 0.07
63. H -0.01
64. C -0.32
65. C -0.11
66. H 0.09
67. H 0.05
68. H 0.08
69. H 0.09
70. H 0.08
71. C -0.05
72. N 0.01
73. C -0.59
74. N 0.14
75. O 0.01
76. H 0.09
77. H 0.10
78. H 0.10
79. H 0.14
80. H 0.03
81. H 0.11

=====

Which ΔE to the lowest compared entry with this formula, charge and spin belongs to each record? In order, 134.09 0.00 kcal per mole.